Record 1
Density functional theory data (ωB97M-V/def2-TZVPD) for 9 unconnected molecules or ions with the total composition C42H49F5O4.

Geometry as XYZ:
```
100
Properties=species:S:1:pos:R:3:forces:R:3:mulliken_charge:R:1
F -0.607283 -5.322388 3.822565 0.180 -0.212 -0.109 -0.308
C -0.551388 -6.357460 2.952544 -0.229 -0.106 -0.064 0.477
C -1.665236 -6.572375 2.144991 -0.335 -0.325 -0.297 -0.388
C -1.742131 -7.619163 1.213925 1.406 0.763 0.958 -0.300
C -0.647848 -8.482862 1.138816 0.115 1.036 0.570 -0.536
C 0.498054 -8.210664 1.946380 -0.952 -0.335 -1.008 -0.207
C 0.587943 -7.155480 2.870471 -0.823 -0.939 -1.171 -0.563
H -2.552905 -5.959311 2.195939 0.243 0.477 0.379 0.365
H -2.581962 -7.592744 0.535415 -0.078 -0.580 0.039 0.358
H -0.713344 -9.286531 0.420330 0.526 -0.168 0.065 0.362
H 1.356317 -8.829096 1.728854 0.185 -0.086 0.402 0.322
H 1.514971 -7.064606 3.417064 -0.234 0.477 0.231 0.418
F -2.469161 0.534908 2.347404 0.809 0.603 -0.395 -0.306
C -1.293662 0.996425 1.789794 -0.338 0.484 1.210 0.376
C -0.585876 2.021652 2.449897 -1.139 -0.957 -0.545 -0.295
C 0.657993 2.375206 1.946116 -1.391 0.605 0.461 -0.481
C 1.041464 1.822786 0.754029 1.410 0.246 -0.480 -0.376
C 0.331357 0.849268 0.098491 -0.130 0.179 -0.232 -0.440
C -0.875698 0.420499 0.629576 0.311 -0.761 -0.330 -0.322
H -1.169577 2.521206 3.208929 0.573 0.080 0.521 0.378
H 1.231411 3.183653 2.375087 0.008 -0.037 0.152 0.368
H 1.945178 2.225703 0.321181 0.198 -0.245 -0.188 0.340
H 0.726433 0.495364 -0.842290 -0.203 -0.269 -0.041 0.369
H -1.441318 -0.395082 0.203780 -0.102 0.063 -0.132 0.390
F -3.362327 -8.753398 -6.066481 0.123 0.446 0.460 -0.285
C -2.760276 -7.546610 -5.915415 -0.045 1.134 -0.944 0.390
C -1.417400 -7.438770 -6.280914 -0.016 0.804 1.286 -0.373
C -0.805347 -6.161022 -6.199932 -1.067 0.449 -0.817 -0.436
C -1.604685 -5.023476 -6.016390 0.179 -0.531 0.638 -0.368
C -2.939282 -5.165159 -5.694279 0.050 0.365 -0.172 -0.282
C -3.528758 -6.395302 -5.624969 -0.113 -1.589 -0.270 -0.432
H -0.873128 -8.353946 -6.461527 0.158 0.076 -0.214 0.386
H 0.224138 -5.944328 -6.444075 0.216 -0.631 0.025 0.340
H -1.263546 -3.998779 -6.019576 0.673 -0.147 -0.199 0.343
H -3.535302 -4.275955 -5.551126 -0.123 0.015 0.106 0.340
H -4.592779 -6.441284 -5.445677 -0.035 -0.391 0.105 0.377
F 1.943257 6.119446 -6.067961 -0.002 -0.299 1.049 -0.300
C 1.904386 5.788979 -7.351266 0.594 0.845 -1.644 0.594
C 1.195654 4.664989 -7.777371 0.021 0.948 -0.258 -0.625
C 1.010997 4.495180 -9.154693 0.482 0.852 -0.482 -0.124
C 1.596069 5.385899 -10.087098 0.046 -0.658 1.652 -0.669
C 2.413593 6.410697 -9.599365 0.019 0.194 0.157 -0.134
C 2.571483 6.675836 -8.228525 -1.062 -1.738 -0.597 -0.587
H 0.726920 4.062541 -7.013335 -0.071 -0.212 -0.139 0.390
H 0.391106 3.716751 -9.574420 -0.040 -0.258 0.338 0.341
H 1.427688 5.192864 -11.136274 0.163 0.254 -0.069 0.372
H 2.944899 7.045036 -10.293441 -0.052 0.113 -0.147 0.329
H 3.173665 7.500473 -7.876746 -0.097 -0.043 0.140 0.412
F 7.921459 9.482685 -0.287680 0.307 -1.288 -0.839 -0.293
C 8.053286 8.688154 -1.420762 -1.143 -0.094 0.366 0.291
C 8.310766 9.354188 -2.587526 1.141 -0.627 -1.678 -0.258
C 8.471219 8.613453 -3.801515 -1.033 0.337 1.826 -0.519
C 8.175996 7.242479 -3.761464 0.457 0.451 -1.732 -0.198
C 7.723694 6.626874 -2.645771 1.151 0.015 3.208 -0.539
C 7.752464 7.317395 -1.424455 -0.457 1.330 0.401 -0.273
H 8.550697 10.406582 -2.551512 -0.200 0.116 -0.067 0.373
H 8.692292 9.192538 -4.685928 0.247 -0.397 -0.194 0.359
H 8.330207 6.528071 -4.556593 0.053 0.613 -0.777 0.340
H 7.693499 5.552062 -2.544554 -0.542 -0.120 -0.475 0.333
H 7.480154 6.887374 -0.471919 0.017 -0.337 -0.040 0.384
C -8.570712 -1.380532 -2.545898 -0.870 0.824 -0.221 -0.969
C -10.089686 -1.287621 -2.430130 -0.766 0.044 -1.528 0.738
O -10.738422 -0.759078 -3.332911 0.810 -0.671 1.498 -0.561
C -10.739899 -1.906359 -1.205255 -0.166 0.548 -0.921 -0.987
H -8.344027 -0.792613 -3.435313 0.335 -0.238 0.010 0.280
H -8.235856 -2.412995 -2.645843 0.044 0.079 0.168 0.303
H -8.138061 -0.878509 -1.680516 0.257 -0.299 0.109 0.301
H -10.688724 -1.128586 -0.443319 0.304 -0.375 0.482 0.280
H -10.224857 -2.840307 -0.980373 -0.062 0.211 0.513 0.310
H -11.801823 -2.068520 -1.390002 0.112 -0.124 -0.105 0.306
C -9.218561 -3.700500 5.329214 0.652 -0.580 0.216 -1.061
C -10.645580 -3.940073 5.728584 -2.780 1.470 -1.611 0.725
O -11.559783 -3.280188 5.228661 1.374 -0.414 0.329 -0.556
C -11.042738 -4.983918 6.721093 1.654 -0.140 0.569 -0.894
H -8.660946 -4.636633 5.300347 -0.025 -0.191 0.071 0.342
H -8.725582 -3.113620 6.104241 -0.029 0.167 0.082 0.275
H -9.061669 -3.217694 4.364649 -0.544 0.146 0.170 0.312
H -11.817656 -4.654162 7.413085 -0.014 0.035 -0.365 0.304
H -10.111412 -5.151972 7.261911 -0.173 -0.575 0.571 0.303
H -11.308483 -5.915555 6.221549 -0.112 0.083 -0.036 0.248
C 7.069282 -2.188410 1.942461 0.627 1.959 -0.154 -1.026
C 6.330660 -1.139298 2.750734 0.666 2.272 1.836 0.759
O 6.588475 0.085861 2.809908 -0.580 -3.403 -0.829 -0.581
C 5.332146 -1.765350 3.691677 -0.988 0.568 0.102 -1.010
H 7.880139 -1.627557 1.477639 0.061 -0.304 -0.404 0.295
H 6.421492 -2.628319 1.184210 0.133 -0.371 0.271 0.310
H 7.523747 -2.858858 2.671885 -0.323 -0.434 -0.313 0.325
H 5.027816 -1.156457 4.542989 0.604 0.266 0.022 0.337
H 5.600503 -2.761735 4.042858 -0.029 0.030 -0.290 0.311
H 4.397684 -1.789063 3.131032 -0.183 -0.575 -0.243 0.279
C 5.990393 6.701457 10.917719 -0.077 0.074 -0.560 -0.966
C 4.925704 6.027392 10.119295 -1.545 -1.311 0.392 0.747
O 3.797793 5.943289 10.600356 1.144 0.276 -0.900 -0.562
C 5.272830 5.288969 8.830407 -0.299 0.020 -0.091 -0.988
H 5.646863 6.650102 11.950893 0.379 0.445 -0.064 0.304
H 5.984114 7.700565 10.482006 0.189 0.459 0.528 0.255
H 6.993100 6.305756 10.756138 -0.117 -0.145 0.137 0.331
H 4.661400 4.386609 8.834081 0.450 -0.361 0.308 0.306
H 6.346214 5.116260 8.752168 -0.143 -0.291 0.019 0.285
H 4.943624 5.706797 7.879017 0.020 0.833 0.229 0.289
```
Positions in Å, forces in eV/Å.

Charge: 0
DFT total energy, Ha: -2429.9633
Relative energy (zero: lowest compared OMol25 entry of this formula, charge and spin), kcal/mol: 61.1
Frontier orbital gap, hartree: 0.35421

Record 2
Density functional theory data (ωB97M-V/def2-TZVPD) for a molecular structure, C42H49N4O6RbS5.

Geometry as XYZ:
```
107
Properties=species:S:1:pos:R:3:forces:R:3:mulliken_charge:R:1
Rb 0.307218 1.455627 -0.174759 -0.802 0.430 -0.104 -0.079
C -1.672983 5.341431 4.220245 0.056 0.025 -0.008 -1.111
O -1.014788 4.214454 3.716969 -0.012 0.099 0.000 -0.256
C -1.753582 3.051570 3.662408 0.017 -0.114 -0.017 0.370
C -3.030100 2.929160 4.160432 -0.027 -0.030 0.007 -0.556
C -3.722730 1.710905 4.056173 -0.001 -0.022 -0.028 -1.198
C -3.115905 0.633836 3.445430 0.029 0.004 -0.024 -0.421
C -1.813988 0.736821 2.942698 0.025 0.024 0.017 0.997
C -1.059034 -0.381783 2.358328 0.030 0.023 -0.017 -0.706
N -1.413817 -1.374711 1.639129 -0.080 -0.024 0.060 0.441
N -2.767395 -1.560445 1.363212 0.103 0.099 -0.080 -0.957
C -3.224481 -0.890353 0.332820 0.012 -0.024 -0.011 0.238
O -2.633939 -0.055114 -0.413250 -0.088 -0.063 0.133 -0.568
C -4.678845 -1.223821 0.032665 0.055 0.027 -0.054 0.100
C -5.456291 -2.007510 0.885903 0.023 -0.015 0.011 -0.404
C -6.776211 -2.300759 0.576664 0.031 0.012 -0.001 -0.713
C -7.347699 -1.819517 -0.597028 0.015 0.000 0.001 -0.278
C -6.584034 -1.034729 -1.449353 0.024 0.019 0.000 -0.823
C -5.263651 -0.737309 -1.131639 0.001 0.019 0.031 0.095
C -1.082907 1.957596 3.016985 -0.038 0.044 -0.018 -0.196
O 0.091463 2.096823 2.518087 -0.033 0.120 0.047 -0.615
H -0.974546 6.173918 4.134937 -0.002 -0.002 0.003 0.224
H -1.953957 5.219360 5.274339 0.002 -0.001 0.007 0.349
H -2.579525 5.574278 3.648594 0.008 -0.001 -0.007 0.411
H -3.521253 3.775035 4.626473 -0.005 -0.027 -0.004 0.343
H -4.734749 1.633784 4.434235 -0.002 0.001 0.006 0.333
H -3.638444 -0.307456 3.331582 0.001 0.018 0.008 0.482
H 0.012799 -0.328402 2.548899 0.003 -0.027 -0.023 0.641
H -4.992594 -2.381880 1.789976 -0.018 0.004 -0.031 0.433
H -7.364456 -2.910284 1.254180 -0.003 0.001 -0.001 0.349
H -8.378327 -2.052804 -0.841095 0.005 0.008 0.004 0.355
H -7.018103 -0.647595 -2.364832 -0.002 -0.001 0.000 0.363
H -4.656078 -0.114509 -1.775618 -0.025 -0.022 0.001 0.429
C -2.543514 1.129531 -3.307604 -0.040 -0.032 -0.017 -0.538
C -2.214381 -0.278820 -3.801512 -0.010 0.036 -0.088 -1.324
S -1.018803 -1.138817 -2.749254 0.015 0.006 0.113 0.433
C 0.198863 -1.705905 -3.957414 0.129 0.016 -0.037 -0.528
C 0.868196 -0.648634 -4.835593 -0.072 -0.023 -0.038 -1.031
S 1.699385 0.665914 -3.903586 0.061 -0.099 0.022 0.098
C 1.087936 2.151007 -4.721821 -0.035 -0.002 -0.043 -0.477
C -0.421170 2.373810 -4.710850 -0.006 -0.040 -0.089 -1.136
S -1.172983 2.275175 -3.067822 -0.054 0.183 -0.025 0.160
H -2.970472 1.056938 -2.304846 0.014 -0.022 0.014 -0.120
H -3.288366 1.574306 -3.974697 -0.005 0.012 0.000 0.546
H -1.832339 -0.249872 -4.825059 -0.001 -0.020 0.051 0.550
H -3.147169 -0.847408 -3.829883 -0.011 -0.021 0.019 0.620
H -0.222973 -2.480394 -4.606754 -0.030 0.003 0.008 0.550
H 0.959120 -2.190957 -3.335665 -0.037 0.039 -0.003 -0.216
H 0.133003 -0.183719 -5.494871 0.020 0.001 0.021 0.435
H 1.587041 -1.156074 -5.486225 0.031 0.018 0.008 0.600
H 1.443061 2.198853 -5.755516 0.012 -0.050 0.003 0.487
H 1.567299 2.954888 -4.164999 0.037 0.068 0.031 -0.013
H -0.940936 1.658504 -5.353082 0.021 0.006 0.012 0.502
H -0.597873 3.370367 -5.118091 -0.007 0.031 0.027 0.644
C 2.213107 4.434734 1.463329 0.036 0.010 -0.124 -0.995
N 2.011417 4.760376 0.051792 -0.063 0.012 0.051 0.350
C 1.395954 5.925578 -0.306393 0.090 -0.077 -0.023 0.070
C 1.080153 6.198259 -1.581720 0.022 -0.032 0.048 -0.938
C 1.372008 5.193349 -2.608814 -0.060 -0.026 -0.111 0.611
O 1.087668 5.407558 -3.800716 0.056 -0.056 0.178 -0.792
N 1.941401 4.019013 -2.208642 0.141 0.130 0.073 -0.245
C 2.276283 3.779459 -0.932530 -0.173 -0.187 0.025 -0.064
O 2.753540 2.697892 -0.533282 0.189 0.329 -0.040 -0.628
H 2.406474 5.359419 2.009541 -0.034 0.026 0.006 0.364
H 3.077391 3.781926 1.544720 0.007 0.054 -0.037 0.194
H 1.354096 3.917507 1.903909 0.008 0.012 -0.037 0.400
H 1.190453 6.608316 0.509392 -0.017 0.005 0.018 0.329
H 0.598330 7.123743 -1.861996 0.012 -0.017 -0.001 0.381
O 1.182103 -0.898666 -0.623992 0.456 -0.642 -0.071 0.107
S 1.405805 -1.757247 0.572473 0.039 -0.148 0.112 1.136
C 0.769663 -3.378490 0.082066 -0.048 -0.122 0.033 -1.192
C 0.944776 -4.401301 1.168533 -0.024 0.022 -0.050 -0.242
C 1.670984 -5.568153 0.943005 -0.027 -0.012 0.019 -0.420
C 1.839352 -6.504796 1.955131 -0.007 0.021 -0.019 -0.789
C 1.285877 -6.277966 3.207621 0.004 -0.003 0.004 -0.357
C 0.557165 -5.117495 3.437262 -0.021 0.052 0.011 -0.882
C 0.380893 -4.182550 2.426655 -0.026 -0.002 -0.013 0.114
C 3.199764 -2.122693 0.576036 0.098 -0.122 -0.080 -1.074
C 3.714843 -2.570416 -0.755808 0.023 0.035 0.031 0.138
C 4.070543 -3.901279 -0.968586 0.034 0.015 -0.024 -0.226
C 4.488865 -4.333819 -2.220246 -0.008 0.021 0.037 -0.782
C 4.551272 -3.434970 -3.276786 0.012 0.004 -0.042 -0.465
C 4.209543 -2.104090 -3.072429 -0.050 0.056 0.035 -0.674
C 3.797669 -1.668625 -1.819128 -0.002 -0.046 -0.002 -0.116
H 1.259849 -3.662931 -0.852805 -0.038 0.024 0.053 0.593
H -0.284426 -3.156398 -0.106333 0.031 0.022 0.027 0.546
H 2.100400 -5.742444 -0.038099 -0.057 -0.014 0.055 0.582
H 2.403105 -7.410908 1.763687 -0.013 0.015 0.004 0.369
H 1.416412 -7.005878 4.000302 0.002 0.020 -0.014 0.359
H 0.115207 -4.936213 4.410500 0.015 -0.018 -0.034 0.415
H -0.211960 -3.283651 2.582186 0.043 -0.052 -0.012 0.521
H 3.375917 -2.851039 1.370955 -0.027 -0.003 -0.032 0.490
H 3.640428 -1.176470 0.892054 -0.039 0.020 -0.022 -0.035
H 4.017713 -4.601625 -0.141393 0.034 0.063 -0.047 0.631
H 4.763215 -5.372554 -2.368937 -0.007 0.029 0.000 0.382
H 4.869696 -3.769924 -4.257456 -0.009 0.005 0.017 0.376
H 4.245311 -1.388488 -3.886556 0.007 -0.040 0.017 0.486
H 3.524802 -0.630315 -1.671693 -0.026 -0.031 0.004 0.490
C 2.087126 0.764465 4.486955 -0.009 -0.035 0.107 0.098
S 3.536792 0.001028 3.733175 0.058 -0.033 0.037 -0.187
C 3.840719 1.218326 2.439620 0.120 -0.095 -0.007 -0.778
H 2.372539 1.632104 5.084082 0.015 -0.011 -0.009 0.422
H 1.624321 0.022437 5.136931 0.004 -0.011 0.005 0.372
H 1.371796 1.078369 3.722667 0.034 0.019 0.012 -0.679
H 2.993708 1.271336 1.764117 -0.094 0.120 -0.117 0.006
H 4.721505 0.906074 1.876163 -0.036 0.014 0.022 0.410
H 4.028491 2.205816 2.860825 -0.013 -0.034 0.030 0.505
```
Positions in Å, forces in eV/Å.

Charge: -2
DFT total energy, Ha: -4315.4375
Frontier orbital gap, hartree: 0.20113